# 1
{"formula": "C21H47FN5O11P", "method": "ωB97M-V/def2-TZVPD", "symbols": ["C", "C", "O", "C", "C", "O", "C", "N", "C", "C", "F", "C", "O", "O", "C", "P", "O", "O", "O", "H", "H", "H", "H", "H", "H", "H", "H", "H", "H", "H", "H", "H", "H", "H", "H", "H", "H", "H", "C", "N", "C", "C", "O", "H", "H", "H", "H", "H", "H", "H", "C", "N", "C", "C", "O", "H", "H", "H", "H", "H", "H", "H", "C", "N", "C", "C", "O", "H", "H", "H", "H", "H", "H", "H", "C", "N", "C", "C", "O", "H", "H", "H", "H", "H", "H", "H"], "coordinates": [[-3.843, 0.302, -4.629], [-4.448, -0.288, -3.347], [-3.477, -1.005, -2.621], [-3.365, -0.684, -1.253], [-3.340, -1.920, -0.389], [-2.377, -2.884, -0.801], [-1.045, -2.525, -0.688], [-0.634, -2.063, 0.646], [0.827, -1.853, 0.677], [1.236, -0.514, 0.107], [1.720, -0.652, -1.187], [-0.951, -3.005, 1.637], [-1.209, -4.179, 1.492], [-0.922, -2.398, 2.861], [-0.490, -3.229, 3.913], [0.609, -2.232, 4.977], [0.352, -0.799, 4.892], [0.393, -2.836, 6.446], [2.126, -2.575, 4.581], [-4.434, 0.015, -5.488], [-3.812, 1.382, -4.553], [-2.821, -0.038, -4.728], [-4.876, 0.525, -2.766], [-5.265, -0.957, -3.609], [-4.158, -0.046, -0.876], [-2.437, -0.122, -1.111], [-3.250, -1.606, 0.648], [-4.298, -2.420, -0.478], [-0.770, -1.740, -1.394], [-0.459, -3.405, -0.952], [1.144, -1.878, 1.714], [1.343, -2.675, 0.182], [2.036, -0.087, 0.702], [0.385, 0.157, 0.111], [0.069, -4.091, 3.567], [-1.332, -3.541, 4.524], [1.149, -2.593, 6.989], [2.415, -3.403, 4.978], [5.870, 0.451, -5.286], [6.215, -0.523, -4.260], [5.527, -0.848, -3.136], [4.226, -0.125, -2.882], [5.955, -1.696, -2.365], [5.784, -0.041, -6.252], [6.651, 1.204, -5.357], [4.930, 0.938, -5.052], [7.071, -1.042, -4.369], [3.803, -0.491, -1.959], [4.397, 0.949, -2.791], [3.518, -0.309, -3.690], [-2.366, 2.618, 3.461], [-3.218, 2.150, 2.381], [-3.988, 1.032, 2.351], [-3.991, 0.162, 3.578], [-4.653, 0.771, 1.354], [-2.691, 3.608, 3.788], [-1.333, 2.688, 3.118], [-2.400, 1.937, 4.302], [-3.265, 2.696, 1.536], [-4.650, -0.684, 3.407], [-2.987, -0.202, 3.782], [-4.356, 0.709, 4.441], [10.448, 2.802, -8.265], [9.291, 1.954, -8.044], [7.978, 2.307, -8.030], [7.646, 3.760, -8.273], [7.113, 1.471, -7.826], [11.005, 2.455, -9.136], [11.108, 2.768, -7.397], [10.146, 3.829, -8.432], [9.445, 0.973, -7.877], [6.568, 3.877, -8.230], [8.100, 4.393, -7.510], [7.995, 4.077, -9.256], [-7.350, 0.754, 9.251], [-6.490, 0.128, 8.264], [-6.256, 0.516, 6.983], [-6.967, 1.755, 6.490], [-5.499, -0.120, 6.268], [-6.765, 1.050, 10.124], [-8.121, 0.053, 9.574], [-7.830, 1.634, 8.840], [-5.987, -0.703, 8.529], [-6.679, 1.930, 5.458], [-8.048, 1.623, 6.535], [-6.686, 2.624, 7.086]], "forces_ev_per_a": [[-0.18, 0.00, 0.58], [0.04, 0.14, -0.59], [-0.14, 0.00, 0.17], [0.56, 0.10, 0.22], [-0.31, 0.07, -0.56], [-0.04, 0.02, 0.56], [0.19, 0.00, -0.37], [-0.18, -0.81, 0.10], [-0.32, 0.48, 0.37], [0.19, -0.23, 0.16], [-0.23, 0.05, -0.22], [-0.45, -0.78, 0.04], [0.29, 1.04, 0.11], [0.53, 0.02, -0.56], [0.08, 0.09, 0.98], [-0.60, 1.21, -0.22], [0.12, 0.14, -0.18], [0.20, -0.65, -0.47], [-0.10, -0.22, 0.26], [0.04, 0.02, -0.34], [0.00, 0.26, -0.17], [0.16, -0.24, -0.18], [-0.02, 0.03, 0.35], [-0.16, -0.21, 0.03], [-0.28, 0.08, -0.09], [0.17, 0.11, 0.06], [0.31, -0.04, 0.26], [-0.11, -0.24, -0.07], [0.01, 0.27, -0.02], [-0.07, -0.28, -0.08], [-0.03, 0.07, 0.22], [0.15, -0.04, -0.29], [0.19, 0.13, 0.05], [-0.14, 0.17, -0.13], [-0.18, -0.31, -0.20], [-0.15, -0.26, 0.02], [0.02, 0.10, 0.46], [0.23, -0.19, -0.17], [0.19, -0.35, 0.25], [-0.17, 0.14, 0.01], [0.04, -0.06, 0.04], [0.20, 0.00, -0.08], [-0.02, 0.03, 0.01], [-0.03, 0.11, -0.10], [-0.04, 0.10, -0.09], [-0.02, -0.01, 0.04], [0.02, -0.02, -0.03], [0.01, -0.09, 0.09], [-0.07, 0.02, -0.09], [-0.03, 0.09, -0.01], [-0.07, 0.17, -0.36], [0.07, -0.01, 0.16], [-0.13, -0.08, -0.14], [-0.03, 0.00, -0.30], [0.06, 0.00, 0.06], [0.05, -0.05, 0.10], [0.05, -0.02, 0.09], [-0.02, -0.06, 0.03], [0.01, 0.02, -0.02], [-0.02, 0.03, -0.03], [0.15, -0.04, 0.12], [0.03, -0.04, 0.14], [-0.04, -0.34, 0.06], [0.01, 0.16, -0.01], [-0.03, -0.04, -0.02], [-0.04, -0.02, 0.01], [0.04, 0.07, -0.09], [0.04, 0.10, -0.02], [0.04, 0.09, -0.02], [-0.03, 0.02, 0.00], [0.02, -0.03, -0.01], [-0.03, -0.06, 0.01], [0.04, 0.05, -0.06], [0.05, 0.07, 0.03], [0.21, -0.28, 0.00], [-0.08, 0.13, -0.03], [0.00, -0.03, 0.00], [0.04, -0.02, -0.03], [-0.04, 0.01, 0.09], [-0.07, 0.08, 0.02], [-0.07, 0.08, 0.02], [0.00, 0.02, -0.03], [0.01, -0.03, 0.02], [0.03, -0.05, -0.02], [-0.01, 0.07, 0.05], [-0.09, 0.02, 0.02]], "mulliken_charge": [-1.13, -0.19, -0.30, -0.53, -0.20, -0.45, -0.83, 0.62, -0.33, -0.62, -0.26, 0.07, -0.59, -0.08, -0.57, 0.83, -0.59, -0.50, -0.52, 0.30, 0.32, 0.31, 0.25, 0.32, 0.68, -0.02, 0.10, 0.37, 0.49, 0.36, 0.18, 0.40, 0.39, 0.25, 0.36, 0.42, 0.33, 0.34, -0.69, -0.11, 0.66, -1.07, -0.68, 0.28, 0.18, 0.28, 0.21, 0.17, 0.35, 0.38, -0.85, -0.14, 0.81, -1.40, -0.71, 0.29, 0.27, 0.33, 0.25, 0.27, 0.38, 0.52, -0.83, -0.16, 0.82, -1.35, -0.61, 0.29, 0.28, 0.31, 0.23, 0.30, 0.36, 0.39, -0.84, -0.19, 0.79, -1.22, -0.59, 0.28, 0.28, 0.32, 0.24, 0.23, 0.36, 0.36]}

=====

# 2
{"formula": "C21H47FNO6", "method": "ωB97M-V/def2-TZVPD", "symbols": ["C", "C", "C", "F", "N", "C", "C", "C", "C", "O", "C", "C", "O", "O", "H", "H", "H", "H", "H", "H", "H", "H", "H", "H", "H", "H", "H", "H", "H", "H", "H", "C", "C", "O", "C", "C", "H", "H", "H", "H", "H", "H", "H", "H", "H", "H", "C", "C", "O", "C", "C", "H", "H", "H", "H", "H", "H", "H", "H", "H", "H", "C", "C", "O", "C", "C", "H", "H", "H", "H", "H", "H", "H", "H", "H", "H"], "coordinates": [[2.969, 0.385, -2.936], [2.228, 1.521, -3.629], [0.716, 1.391, -3.462], [0.217, 0.947, -4.718], [0.133, 2.574, -2.983], [-1.269, 2.712, -2.572], [-1.581, 2.071, -1.210], [-1.593, 0.555, -0.982], [-2.498, -0.225, -1.914], [-1.824, -0.331, -3.143], [-2.640, -0.558, -4.265], [-2.364, 2.564, -3.688], [-3.485, 2.192, -3.276], [-1.975, 2.799, -4.844], [4.052, 0.525, -2.963], [2.724, -0.572, -3.401], [2.675, 0.331, -1.884], [2.561, 2.480, -3.228], [2.450, 1.520, -4.699], [0.478, 0.574, -2.782], [0.418, 3.360, -3.551], [-1.358, 3.783, -2.352], [-0.892, 2.509, -0.480], [-2.578, 2.437, -0.958], [-0.590, 0.117, -1.001], [-1.956, 0.392, 0.042], [-3.438, 0.322, -2.037], [-2.723, -1.225, -1.506], [-2.919, -1.620, -4.347], [-3.541, 0.061, -4.222], [-2.068, -0.258, -5.141], [2.715, -2.880, 2.730], [1.964, -1.919, 1.824], [2.745, -1.370, 0.779], [3.298, -2.303, -0.130], [2.266, -3.154, -0.851], [3.625, -2.416, 3.116], [2.077, -3.167, 3.566], [2.997, -3.796, 2.208], [1.621, -1.057, 2.396], [1.070, -2.408, 1.420], [4.039, -2.938, 0.373], [3.837, -1.695, -0.857], [1.757, -3.845, -0.177], [2.753, -3.746, -1.627], [1.513, -2.518, -1.321], [-1.595, 7.501, 0.373], [-1.576, 6.116, 1.000], [-0.764, 5.188, 0.315], [0.611, 5.494, 0.223], [1.314, 5.588, 1.568], [-1.851, 7.431, -0.685], [-2.339, 8.124, 0.872], [-0.630, 8.005, 0.459], [-2.576, 5.683, 0.966], [-1.288, 6.183, 2.058], [0.768, 6.415, -0.352], [1.032, 4.676, -0.363], [0.978, 6.447, 2.152], [2.390, 5.692, 1.415], [1.132, 4.685, 2.152], [-0.631, -6.155, 5.988], [-0.821, -4.933, 5.105], [-0.078, -4.970, 3.901], [-0.382, -6.034, 3.017], [-1.818, -6.037, 2.523], [0.430, -6.330, 6.171], [-1.128, -5.998, 6.947], [-1.054, -7.056, 5.542], [-0.464, -4.042, 5.622], [-1.886, -4.777, 4.897], [-0.133, -7.000, 3.474], [0.298, -5.894, 2.177], [-2.529, -6.260, 3.320], [-1.940, -6.797, 1.751], [-2.075, -5.067, 2.097]], "forces_ev_per_a": [[0.02, 0.03, 0.11], [0.16, 0.09, -0.07], [-0.35, -0.22, 0.20], [0.12, -0.05, -0.05], [0.30, 0.31, -0.01], [-0.10, 0.19, 0.09], [-0.03, 0.08, 0.03], [-0.16, -0.10, 0.16], [-0.07, 0.07, 0.06], [0.18, -0.07, -0.06], [-0.18, -0.02, -0.11], [0.75, -1.00, 0.06], [-0.49, 0.42, -0.06], [-0.29, 0.40, -0.05], [0.01, -0.04, -0.08], [0.03, -0.02, 0.01], [0.00, -0.01, 0.01], [-0.04, -0.01, 0.05], [0.00, 0.00, 0.01], [-0.11, -0.05, -0.07], [-0.17, -0.02, -0.12], [0.13, 0.06, 0.10], [0.01, 0.02, -0.02], [-0.01, -0.01, 0.01], [0.04, 0.04, -0.11], [0.02, 0.04, 0.01], [0.05, -0.04, -0.08], [0.10, -0.05, -0.01], [0.01, -0.02, 0.03], [0.06, 0.01, 0.01], [0.02, -0.04, 0.01], [0.05, -0.01, -0.02], [-0.11, -0.01, 0.01], [0.08, 0.02, 0.02], [0.02, 0.00, -0.09], [-0.05, 0.03, 0.06], [-0.01, 0.02, 0.01], [-0.01, -0.01, 0.00], [-0.02, -0.01, 0.00], [0.00, 0.00, 0.00], [0.00, 0.00, 0.00], [-0.03, -0.02, 0.01], [0.00, 0.01, 0.01], [0.02, -0.01, 0.00], [0.01, 0.01, -0.01], [0.00, 0.00, -0.02], [0.04, -0.01, -0.03], [-0.01, 0.03, 0.02], [-0.06, -0.05, 0.02], [0.07, -0.02, -0.07], [-0.06, 0.00, 0.02], [-0.01, 0.01, 0.00], [-0.01, 0.00, 0.00], [-0.01, 0.00, 0.02], [0.00, 0.00, 0.00], [0.02, 0.01, -0.01], [-0.01, 0.01, 0.02], [0.00, 0.00, -0.01], [0.01, 0.01, -0.01], [0.01, -0.01, 0.00], [0.02, -0.01, 0.00], [0.03, -0.02, -0.04], [-0.04, 0.02, 0.02], [0.05, 0.02, 0.03], [0.00, -0.02, -0.06], [-0.01, 0.05, 0.04], [0.00, 0.00, 0.02], [0.00, 0.01, 0.01], [-0.02, 0.01, 0.00], [0.00, 0.00, 0.01], [0.00, -0.01, -0.01], [-0.01, 0.01, 0.02], [0.00, 0.00, 0.00], [0.01, -0.02, 0.00], [0.01, 0.00, -0.01], [0.00, -0.01, -0.02]], "mulliken_charge": [-1.18, -0.79, 1.23, -0.43, -0.12, 0.02, -0.37, -0.59, -0.69, -0.18, -0.96, 0.28, -0.76, -0.77, 0.48, 0.32, 0.25, 0.29, 0.33, -0.50, 0.36, 0.15, 0.01, 0.37, 0.03, 0.53, 0.31, 0.49, 0.24, 0.43, 0.21, -1.01, -0.30, -0.43, -0.36, -0.78, 0.32, 0.29, 0.24, 0.40, 0.25, 0.33, 0.34, 0.22, 0.39, 0.10, -1.12, -0.34, -0.34, -0.17, -1.19, 0.31, 0.40, 0.27, 0.34, 0.30, 0.33, 0.21, 0.28, 0.40, 0.31, -1.11, -0.34, -0.31, -0.32, -1.10, 0.30, 0.40, 0.26, 0.31, 0.32, 0.30, 0.32, 0.27, 0.40, 0.31], "de_lowest_kj_mol": 0.0, "charge": -1}

=====

| no. | calculated total energy (Ha) | strongest force on any atom (eV/A) | HOMO energy (eV) |
| --- | --- | --- | --- |
| 1 | -2371.10687 | 1.36 | -8.895 |
| 2 | -1434.38995 | 1.25 | -3.874 |